59
Properties=species:S:1:pos:R:3:forces:R:3:mulliken_spin:R:1 method="wB97M-V/def2-TZVPD" charge=+1 spin_multiplicity=2 homo_lumo_gap_ev="6.430 / 6.478" lumo_energy_ha="-0.161 / -0.158"
Os 0.813472 0.098420 0.046694 -1.2 -0.4 -1.7 0.912
C 0.350164 -1.441891 6.241199 0.0 0.1 -0.3 0.001
C 1.122216 -1.562020 4.944165 0.3 -0.2 0.4 0.001
O 0.267493 -1.274895 3.815492 -0.3 0.2 -0.5 -0.008
P 0.405203 0.038619 2.962540 -0.1 0.1 0.8 0.034
S -1.145376 0.042833 1.664346 1.5 0.2 -0.1 0.003
S 2.256400 0.144272 2.077119 -1.6 0.1 -0.9 -0.019
O 0.292488 1.162193 4.077913 0.0 -0.7 -0.1 0.000
C 0.278044 2.565611 3.788691 -0.1 0.7 -0.1 0.001
C -0.881261 3.214045 4.520161 0.2 -0.3 -0.2 0.001
H 0.981462 -1.772130 7.063374 0.0 0.0 0.1 0.000
H -0.537097 -2.069724 6.215098 0.0 -0.1 0.0 0.000
H 0.045208 -0.413075 6.414912 0.0 0.1 0.0 0.000
H 1.465842 -2.586538 4.791149 0.1 0.1 0.0 0.000
H 1.980657 -0.885643 4.930765 0.0 -0.1 0.0 -0.001
H 0.180680 2.718428 2.709722 0.1 0.0 0.0 0.001
H 1.235712 2.975902 4.118120 -0.1 -0.1 -0.1 -0.001
H -1.816934 2.737577 4.237474 -0.1 0.0 0.0 0.000
H -0.930795 4.267328 4.256863 0.0 0.1 0.0 0.000
H -0.748916 3.116359 5.593805 0.0 0.0 0.1 0.000
C 1.473754 0.389394 -1.998943 -0.3 0.5 1.3 0.113
H 0.883534 -0.105810 -2.770845 -0.1 -0.3 0.2 -0.008
H 2.499379 -0.003391 -2.025569 -0.1 -0.1 0.1 0.001
H 1.495505 1.454981 -2.233814 0.1 -0.1 0.0 -0.003
C -0.205942 -3.193986 0.656646 -0.3 -0.5 0.7 0.008
C -0.639590 -4.625871 0.216178 0.1 0.3 0.2 -0.001
N -0.439314 -4.752952 -1.205031 -0.3 -1.0 -0.3 0.001
C -1.288629 -3.833117 -1.919217 0.0 0.4 0.1 0.000
C -0.961770 -2.379588 -1.447764 -0.5 0.0 -0.5 -0.001
N 0.170380 -2.419404 -0.523588 0.9 1.8 0.5 -0.051
C 1.314054 -3.059471 -1.174860 0.6 -0.5 -0.4 0.003
C 0.944691 -4.529827 -1.538377 0.2 0.3 0.0 0.000
H 0.651933 -3.237583 1.330605 0.0 0.1 0.0 0.000
H -1.029897 -2.690960 1.165435 0.2 0.1 0.0 -0.006
H -1.692434 -4.800137 0.440452 0.0 0.0 0.0 0.000
H -0.048288 -5.386226 0.727478 0.0 0.0 0.0 0.000
H -2.332186 -4.080839 -1.718000 0.0 0.0 -0.1 0.000
H -1.106248 -3.944724 -2.989290 -0.1 0.0 0.0 0.000
H -1.814063 -1.933887 -0.929674 0.1 0.1 0.0 -0.006
H -0.700899 -1.750221 -2.300067 0.0 0.1 0.1 0.008
H 2.167164 -3.029582 -0.494864 0.0 0.1 0.0 0.003
H 1.561975 -2.497844 -2.074945 0.0 0.1 0.1 -0.002
H 1.556896 -5.239866 -0.982574 0.0 0.0 0.0 0.000
H 1.089323 -4.712677 -2.603557 0.0 0.0 0.0 0.000
N -3.494994 4.348065 0.252426 -0.3 -0.1 -0.1 0.000
C -2.443010 5.000948 0.790839 0.0 -0.2 0.0 0.000
O -2.557453 5.999816 1.463667 0.1 0.2 0.1 0.000
C -1.087922 4.394577 0.541230 0.3 -0.1 -0.1 -0.004
C 0.038170 5.177529 0.798906 -0.1 -0.2 -0.1 -0.001
C 1.296160 4.637033 0.594930 -0.2 -0.1 -0.1 -0.001
C 1.390393 3.321539 0.170348 0.2 0.2 0.0 0.003
N 0.318860 2.558699 -0.041924 1.0 -1.5 0.4 0.009
C -0.890592 3.084667 0.118902 -0.3 0.1 0.1 -0.005
H -4.408658 4.756246 0.372806 0.1 0.0 0.0 0.000
H -3.399311 3.570670 -0.375110 0.0 0.1 0.0 0.000
H -0.101095 6.191510 1.146172 0.0 0.0 0.0 0.000
H 2.186936 5.220084 0.752868 0.1 0.1 0.0 0.000
H 2.349143 2.850304 -0.004837 0.0 0.1 0.1 0.008
H -1.712011 2.407643 -0.079123 0.0 0.0 0.1 0.008



59
Properties=species:S:1:pos:R:3:forces:R:3:lowdin_charge:R:1 method="wB97M-V/def2-TZVPD" charge=+1 spin_multiplicity=1 homo_lumo_gap_ev=9.758 lumo_energy_ha=-0.114
C -4.403700 3.055624 -1.474266 -0.1 0.0 0.0 -0.102
C -5.296813 1.830157 -1.298660 0.0 0.0 0.0 -0.251
C -4.650738 0.522125 -1.758925 0.0 0.0 0.0 -0.208
C -3.351809 0.168151 -1.036682 0.0 0.1 -0.1 -0.210
C -3.554241 -0.299184 0.409578 0.1 0.1 0.0 -0.171
C -2.555921 -1.372732 0.808998 0.0 -0.1 0.0 -0.102
N -1.199203 -0.817730 0.935479 0.4 0.3 0.1 -0.039
C -0.731267 0.337755 1.390760 0.0 -0.1 -0.1 -0.058
N 0.589525 0.455399 1.289934 -0.1 -0.2 -0.1 0.194
C 0.981529 -0.705958 0.737319 -0.3 0.1 0.1 -0.333
N 2.223266 -1.045156 0.432808 0.0 -0.1 0.1 0.069
O 3.211995 -0.113667 0.680687 0.0 0.0 0.0 -0.084
C 4.538191 -0.710317 0.648674 0.0 0.0 0.0 -0.166
C 5.294493 -0.246913 -0.578550 0.0 -0.1 0.0 -0.220
C 4.568009 -0.569254 -1.878957 0.1 0.0 0.0 -0.096
N -0.088311 -1.506660 0.517937 0.1 -0.1 0.0 0.193
H -4.103716 3.168380 -2.518581 0.1 0.0 0.0 0.079
H -4.933515 3.961967 -1.180626 0.0 0.0 0.0 0.075
H -3.501457 3.006182 -0.858400 0.0 0.0 0.0 0.057
H -6.202890 1.978912 -1.889383 0.0 0.0 0.1 0.111
H -5.627202 1.751615 -0.256982 0.0 0.0 0.0 0.105
H -5.362277 -0.298261 -1.620470 0.0 0.0 -0.1 0.114
H -4.441014 0.579923 -2.829278 0.0 0.1 0.0 0.106
H -2.833024 -0.606615 -1.611440 -0.1 0.0 0.0 0.115
H -2.688212 1.037258 -1.057360 0.1 -0.1 0.0 0.091
H -4.550989 -0.719320 0.558015 0.0 0.0 -0.1 0.129
H -3.479404 0.550950 1.092962 -0.2 -0.1 0.1 0.111
H -2.484937 -2.111084 0.008053 -0.1 0.0 0.1 0.130
H -2.821901 -1.889542 1.731862 0.1 0.1 0.0 0.134
H -1.384182 1.097575 1.789963 0.0 0.0 0.0 0.154
H 2.481088 -1.926072 0.014221 0.1 0.1 -0.1 0.167
H 4.449087 -1.801294 0.666156 -0.1 0.0 0.0 0.126
H 5.021871 -0.402686 1.574316 0.0 0.0 0.0 0.129
H 6.267825 -0.743972 -0.556487 0.0 0.0 0.0 0.122
H 5.485521 0.825136 -0.504660 0.0 0.0 0.0 0.119
H 4.376465 -1.641671 -1.978083 0.0 0.0 0.0 0.078
H 5.167532 -0.265535 -2.735682 0.0 0.0 0.0 0.081
H 3.618765 -0.034168 -1.941388 0.0 0.0 0.0 0.058
H -0.160205 -2.429759 0.119632 0.0 0.0 0.0 0.189
C 0.724738 1.839570 -3.033986 0.0 0.0 0.0 -0.117
C 0.100459 3.224150 -3.077089 0.0 0.0 0.0 -0.104
O -1.036821 3.011376 -3.916300 -0.1 0.0 0.0 0.066
C -1.369142 1.704710 -3.893653 0.0 0.1 0.0 -0.573
O -2.358267 1.244849 -4.359208 0.0 -0.1 0.1 0.168
O -0.409382 0.987950 -3.244327 0.0 0.0 0.0 0.034
H 1.188230 1.596008 -2.080840 0.0 0.0 0.0 0.118
H 1.437389 1.679112 -3.843973 0.0 0.0 0.0 0.135
H -0.245980 3.556621 -2.096885 0.0 0.0 0.0 0.132
H 0.736111 3.985282 -3.519164 0.0 0.0 0.0 0.137
C 2.119946 -1.559699 5.001034 0.0 0.0 0.0 -0.112
C 1.909825 -2.504004 3.826696 -0.1 0.1 0.0 -0.135
O 2.829135 -3.551708 4.106503 0.0 0.0 0.0 0.051
C 3.086058 -3.560607 5.448679 0.0 0.0 0.0 -0.556
O 3.681400 -4.410669 6.011637 0.0 0.0 0.0 0.195
O 2.553627 -2.454726 6.023171 0.0 0.0 0.0 0.067
H 1.220701 -1.045305 5.328338 0.0 0.0 0.0 0.132
H 2.910165 -0.831638 4.809286 0.0 0.0 0.0 0.134
H 0.897381 -2.916758 3.805181 0.0 0.0 0.0 0.131
H 2.156195 -2.064071 2.862404 0.0 0.0 0.0 0.101